(1)
Density functional theory data (ωB97M-V/def2-TZVPD) for an isolated molecule of C4H6O2 in a non-equilibrium geometry.

Each line ends with the Löwdin charge.
Positions of all 12 atoms, in Å:
C  0.3046  1.6493  -0.0456  0.001
C  0.8721  0.3260  0.2688  -0.418
O  2.0376  0.2059  0.5395  0.109
C  0.1904  -0.9783  0.2299  -0.379
C  -1.1423  -1.3243  -0.0851  0.083
O  0.1907  -1.3242  -1.1571  -0.022
H  -0.5590  1.7733  0.5941  0.085
H  0.9000  2.5552  0.0530  0.094
H  -0.0793  1.6455  -1.0575  0.092
H  0.7516  -1.7505  0.7124  0.144
H  -1.8356  -0.5306  -0.3046  0.097
H  -1.6309  -2.2471  0.2523  0.114

SMILES: CC(=O)[C@H]1CO1
Orbital gap (eV): 10.4
Total charge: 0
Energy above the lowest of the compared OMol25 structures with the same formula, charge and spin (kJ/mol): 300.9



(2)
Density functional theory data (ωB97M-V/def2-TZVPD) for a cluster of 2 separate species, C4H6O2 in total in a non-equilibrium geometry.

Each line ends with the Löwdin charge.
Positions of all 12 atoms, in Å:
O  0.4143  -1.8443  1.0588  0.215
C  0.5116  -0.6946  0.9486  -0.183
C  0.6245  0.6244  0.8619  -0.047
C  0.7482  1.4273  2.0813  -0.302
O  0.8480  2.6329  2.0782  0.035
H  0.6136  1.0924  -0.1162  0.123
H  0.7402  0.8501  3.0288  0.126
C  -0.8986  -0.8157  -1.9876  -0.046
H  -0.6891  -0.1523  -2.8307  0.026
H  -1.6638  -1.5416  -2.2725  0.025
H  0.0136  -1.3527  -1.7090  0.017
H  -1.2624  -0.2259  -1.1416  0.013

SMILES: O=C=CC=O.C
Orbital gap (eV): 10.4
Total charge: 0
Energy above the lowest of the compared OMol25 structures with the same formula, charge and spin (kJ/mol): 145.8



(3)
Density functional theory data (ωB97M-V/def2-TZVPD) for a structure of composition C4H6O2 in a non-equilibrium geometry.

Each line ends with the Löwdin charge.
Positions of all 12 atoms, in Å:
C  -1.2602  -0.3823  0.6870  -0.095
C  0.1255  -0.1859  1.3008  -0.048
C  0.6261  1.1900  -0.7619  -0.214
O  -0.2428  1.8343  -1.2446  0.101
C  1.4278  0.0914  -0.8464  -0.213
O  1.4970  -0.6605  0.2531  -0.122
H  -1.8156  0.5468  0.5070  0.077
H  -1.1503  -0.8909  -0.2737  0.091
H  -1.8757  -1.0383  1.3203  0.083
H  0.4335  -0.9821  1.9452  0.089
H  0.2542  0.8079  1.7888  0.122
H  2.1523  -0.0352  -1.6722  0.130

Orbital gap (eV): 7.8
Total charge: 0
Energy above the lowest of the compared OMol25 structures with the same formula, charge and spin (kJ/mol): 407.8



(4)
Density functional theory data (ωB97M-V/def2-TZVPD) for an isolated molecule of C4H6O2 in a non-equilibrium geometry.

Each line ends with the Löwdin charge.
Positions of all 12 atoms, in Å:
O  -1.9992  0.1613  1.1342  0.090
C  -0.9855  -0.0828  0.5178  -0.395
C  0.3812  -0.4993  1.0330  -0.023
C  1.2565  0.1871  -0.2907  -0.143
O  0.4254  -0.1027  -1.3740  -0.125
C  -0.8841  0.1989  -0.9743  -0.135
H  0.6392  -1.5390  0.9303  0.095
H  0.4228  -0.2100  2.1172  0.130
H  1.1490  1.1043  0.2475  0.091
H  2.2758  -0.0632  -0.6616  0.136
H  -1.5826  -0.4173  -1.5372  0.138
H  -1.0986  1.2628  -1.1423  0.142

SMILES: O=C1CCOC1
Orbital gap (eV): 10.3
Total charge: 0
Energy above the lowest of the compared OMol25 structures with the same formula, charge and spin (kJ/mol): 208.3



Which value of orbital gap does entry 1 give? 10.4 eV